Entry 1:
Molecular formula: C18H24N2O4Ru
Method: DFT, wB97M-V/def2-TZVPD

Last column: Löwdin spin population.
Element x y z (Å)
Ru 0.12289 -0.20773 0.18945  3.48
C -2.52580 0.11731 -1.60052  0.00
C -2.78531 0.86483 -0.31260  0.00
O -1.55074 1.41213 0.19824  0.07
C -1.16752 2.68557 -0.36615  0.00
C 0.27126 2.91342 0.02250  0.00
O 1.06466 1.77579 -0.38287  0.08
C 1.67793 1.89221 -1.68529  0.00
C 2.22362 0.52866 -2.04025  0.00
O 1.20208 -0.47911 -1.87833  0.07
C 0.29064 -0.60235 -2.99249  0.00
C -0.87992 -1.42548 -2.51361  0.00
O -1.45256 -0.81516 -1.33770  0.08
H -2.23019 0.79166 -2.40822  0.00
H -3.41592 -0.43275 -1.90930  0.00
H -3.15539 0.18914 0.45757  0.00
H -3.51948 1.65685 -0.46448  0.00
H -1.81109 3.47077 0.03401  0.00
H -1.28284 2.65667 -1.45298  0.00
H 0.38065 2.99020 1.10386  0.00
H 0.66369 3.82520 -0.42782  0.00
H 2.48626 2.62374 -1.64199  0.00
H 0.93254 2.23469 -2.40747  0.00
H 3.02725 0.24919 -1.35974  0.00
H 2.60914 0.51976 -3.06058  0.00
H 0.79746 -1.09063 -3.82690  0.00
H -0.03510 0.38973 -3.31607  0.00
H -0.56669 -2.42509 -2.21351  0.00
H -1.63483 -1.52371 -3.29402  0.00
C -0.69114 0.08998 4.69535  0.16
C -0.15901 -1.04818 5.26370  -0.01
C 0.46638 -1.96406 4.43149  0.15
C 0.54663 -1.71780 3.03942  0.08
N 0.01347 -0.58413 2.49665  0.09
C -0.57822 0.27724 3.29236  0.10
C 1.19250 -2.62110 2.13116  0.09
C 1.78234 -3.83710 2.56265  0.15
C 2.41304 -4.66370 1.64803  -0.01
C 2.44606 -4.26395 0.32799  0.17
C 1.82818 -3.03661 -0.03937  0.10
N 1.22239 -2.24996 0.81734  0.08
H -1.19265 0.84366 5.28878  0.01
H -0.22300 -1.22886 6.32860  0.00
H 0.88991 -2.85873 4.86239  0.00
H -0.99964 1.16295 2.83080  0.00
H 1.74856 -4.13213 3.60061  0.00
H 2.86705 -5.59264 1.96693  0.00
H 2.92917 -4.85969 -0.43588  0.01
H 1.85269 -2.70670 -1.07088  0.00

Calculated values
E_HOMO (alpha / beta): -18.3 / -18.5 eV
Net charge: +3
2S+1: 6
LUMO level (alpha / beta): -10.55 / -13.81 eV
Relative energy (zero: lowest compared OMol25 entry of this formula, charge and spin): 0.000 eV

Entry 2:
Molecular formula: C34H74MgO20S10
Method: DFT, wB97M-V/def2-TZVPD

Last column: Löwdin spin population.
Element x y z (Å)
Mg 3.71871 -36.78826 12.18936  0.00
C 3.94760 -35.39505 16.07870  0.36
C 4.05534 -35.75075 14.66464  0.04
C 3.91763 -34.54476 13.57005  0.00
O 3.77757 -34.91705 12.38179  -0.01
C 4.05790 -33.21495 14.02351  0.10
C 4.14542 -32.99659 15.38912  0.00
C 3.93000 -34.07626 16.40704  0.01
O 3.57096 -33.90679 17.64222  0.35
O 4.37806 -31.76386 15.73905  0.05
O 4.21604 -36.84553 14.11911  0.08
H 3.75487 -36.25781 16.69909  0.01
H 4.19876 -32.41635 13.31021  0.00
C 0.56641 -32.51346 12.50682  0.00
C 0.29749 -32.75085 11.02572  0.00
C 1.57136 -32.97550 10.29843  0.00
O 1.25877 -34.00058 9.34506  0.00
C 0.15194 -34.65063 9.78210  0.00
O -0.37095 -35.63032 9.27706  0.00
O -0.25634 -34.03141 10.90498  0.00
H 0.90109 -31.48407 12.63502  0.00
H 1.37658 -33.12012 12.91141  0.00
H -0.29496 -32.73090 13.13838  0.00
H -0.25190 -31.94796 10.53415  0.00
H 2.34264 -33.31946 10.98758  0.00
H 2.02953 -32.15113 9.75199  0.00
C 0.56889 -32.37980 16.85451  0.00
C 0.22733 -30.94019 16.54509  0.00
C 1.28086 -30.14590 15.72231  0.00
O 0.61962 -29.27376 14.86127  0.00
C -0.57324 -29.72416 14.72157  0.00
O -1.44269 -29.19417 13.99353  0.00
O -0.73429 -30.87170 15.53041  0.00
H -0.37291 -32.80634 17.19974  0.00
H 1.24938 -32.28126 17.70028  0.00
H 0.97554 -32.72427 15.90369  0.00
H -0.09631 -30.37083 17.41640  0.00
H 1.86227 -30.90506 15.19910  0.00
H 2.03361 -29.68134 16.35924  0.00
C 8.24991 -32.34485 10.44675  0.00
S 8.76769 -32.81077 12.19449  0.00
O 9.78001 -31.69974 12.61718  0.00
C 7.11119 -32.51408 12.96602  0.00
H 7.92948 -31.30325 10.42436  0.00
H 7.41846 -33.00091 10.18907  0.00
H 9.16667 -32.49305 9.87606  0.00
H 6.89432 -31.45180 12.85365  0.00
H 7.15037 -32.78457 14.02120  0.00
H 6.29262 -32.92756 12.37690  0.00
C 2.30778 -39.94748 14.00567  0.00
S 2.79022 -40.00532 12.20302  0.00
O 3.54459 -38.69205 11.96146  0.00
C 4.00650 -41.42355 12.36059  0.00
H 1.78366 -40.88792 14.17586  0.00
H 1.63470 -39.10001 14.13549  0.00
H 3.07569 -39.98890 14.77814  0.00
H 3.79309 -42.11296 13.17747  0.00
H 5.00376 -41.07350 12.62709  0.00
H 4.12315 -41.90803 11.39116  0.00
C 4.44436 -36.03044 20.35718  0.00
S 3.18734 -35.65205 21.64872  0.00
O 3.76143 -35.17983 22.97280  0.00
C 2.59311 -34.13040 20.91247  0.00
H 4.01970 -36.18216 19.36483  0.00
H 4.84135 -36.99650 20.66898  0.00
H 5.24456 -35.29130 20.39538  0.00
H 2.25326 -34.15301 19.87706  0.00
H 3.48377 -33.50295 20.94581  0.00
H 1.72594 -33.80393 21.48652  0.00
C 0.58461 -36.05993 14.58627  0.00
S 0.45804 -36.45336 12.80165  0.00
O 1.78321 -37.08777 12.42554  0.00
C -0.81729 -37.79727 13.02676  0.00
H 1.11758 -36.85209 15.11211  0.00
H -0.37398 -36.06700 15.10508  0.00
H 1.15227 -35.13510 14.68903  0.00
H -1.70580 -37.42531 13.53695  0.00
H -0.32361 -38.46557 13.73227  0.00
H -1.14070 -38.34251 12.14008  0.00
C 6.62521 -38.64552 17.66306  0.00
S 6.27886 -40.21511 16.73814  0.00
O 7.54979 -40.24224 15.87743  0.00
C 6.90056 -41.39080 18.00573  0.00
H 5.95266 -38.67005 18.52048  0.00
H 6.23289 -37.80922 17.08445  0.00
H 7.67267 -38.66350 17.96405  0.00
H 7.25673 -42.31015 17.54095  0.00
H 6.07822 -41.79680 18.59483  0.00
H 7.66338 -40.98726 18.67159  0.00
C -0.65888 -35.40371 19.67870  0.00
S -0.42801 -36.98855 18.71616  0.00
O -1.48885 -37.00279 17.67501  0.00
C 1.15810 -36.50033 17.94289  0.00
H -0.77324 -34.56139 18.99640  0.00
H 0.25580 -35.34007 20.26813  0.00
H -1.53484 -35.59550 20.29837  0.00
H 1.79465 -36.68583 18.80804  0.00
H 1.30079 -35.44790 17.69768  0.00
H 1.41536 -37.14670 17.10378  0.00
C 4.92396 -37.67079 8.41301  0.00
S 3.80341 -36.26996 8.96492  0.00
O 3.39586 -36.65847 10.37835  0.00
C 4.96604 -34.91920 9.41591  0.00
H 4.31003 -38.36360 7.83752  0.00
H 5.09826 -38.25407 9.31717  0.00
H 5.86904 -37.37635 7.95669  0.00
H 5.73015 -34.93159 8.63866  0.00
H 5.34689 -35.04113 10.42990  0.00
H 4.46372 -33.95390 9.35279  0.00
C 3.37819 -30.61046 18.97787  0.00
S 4.78333 -29.90032 19.92891  0.00
O 4.53369 -30.50959 21.32830  0.00
C 6.10480 -30.87037 19.08516  0.00
H 2.40015 -30.34919 19.38197  0.00
H 3.50451 -31.69261 19.01057  0.00
H 3.35365 -30.24031 17.95294  0.00
H 6.41472 -30.33286 18.18899  0.00
H 5.70878 -31.87281 18.92277  0.00
H 6.93599 -31.05722 19.76510  0.00
C 3.55674 -29.82943 12.09438  0.00
S 4.72246 -30.21095 10.74522  0.00
O 4.33991 -31.56494 10.15240  0.00
C 3.99854 -29.04246 9.53469  0.00
H 3.45926 -28.77649 12.35878  0.00
H 3.88042 -30.26596 13.03925  0.00
H 2.60635 -30.19669 11.70712  0.00
H 4.11936 -28.01312 9.87226  0.00
H 2.96433 -29.30794 9.31550  0.00
H 4.60682 -29.07802 8.63090  0.00
C 7.33360 -38.61186 13.18624  0.00
S 7.08020 -37.48642 11.72578  0.00
O 5.52072 -37.16194 11.90102  0.00
C 8.13254 -36.26321 12.56237  0.00
H 6.89625 -39.59091 12.99054  0.00
H 6.90272 -38.15854 14.07895  0.00
H 8.37662 -38.87302 13.36515  0.00
H 9.13301 -36.67926 12.68094  0.00
H 7.70390 -35.96203 13.51823  0.00
H 8.17805 -35.29953 12.05508  0.00

Calculated values
E_HOMO (alpha / beta): -10.4 / -10.4 eV
Net charge: +1
2S+1: 2
LUMO level (alpha / beta): -4.15 / -6.22 eV
Relative energy (zero: lowest compared OMol25 entry of this formula, charge and spin): 0.104 eV

Entry 3:
Molecular formula: C49H111O16P4
Method: DFT, wB97M-V/def2-TZVPD

Last column: Mulliken charge in e.
Element x y z (Å)
C 3.85504 -3.36080 3.26875  -1.22
C 3.82173 -1.80232 3.36543  -0.16
C 5.17300 -1.25818 3.91094  -0.47
C 5.50567 0.20338 3.52673  -1.02
C 4.32084 1.18863 3.61476  0.42
C 4.17341 1.87675 4.99671  -0.72
C 3.27182 3.13816 4.90272  -0.87
C 1.90710 3.05240 5.66297  -0.71
C 1.26370 1.65565 5.74765  0.34
C -0.09030 1.78641 6.55007  -0.80
C -1.37851 1.46871 5.71445  -0.11
C -2.38054 0.67445 6.62007  -0.95
C -2.64203 -0.74387 6.00180  -0.80
C -3.68386 -0.68341 4.85483  -0.94
C -3.04342 -0.71248 3.44588  0.07
C -4.13440 -0.69950 2.33761  -0.81
C -3.49973 -1.06528 0.95342  -0.31
C -3.86979 -0.09568 -0.20031  -1.41
C -2.98449 1.18492 -0.19962  0.64
C -3.54937 2.19298 0.87103  -0.54
C -3.00867 3.64024 0.68403  -0.62
C -2.10074 4.11732 1.85327  -1.30
C -0.61986 3.69181 1.63208  0.06
C -0.42002 2.22633 2.10420  2.47
C 0.93844 1.66020 1.61611  -1.12
H 2.80999 -3.69148 3.31142  0.41
H 4.34475 -3.69780 2.34757  0.19
H 4.42620 -3.72243 4.13324  0.30
H 3.04534 -1.46822 4.07074  0.19
H 3.58321 -1.31572 2.40940  0.32
H 5.97076 -1.88109 3.46249  0.29
H 5.28761 -1.39662 4.99626  0.32
H 6.32642 0.53753 4.18112  0.28
H 5.89765 0.26363 2.49834  0.36
H 3.36254 0.77338 3.28535  -0.42
H 4.54397 2.01051 2.91279  0.30
H 5.19096 2.22786 5.24631  0.43
H 3.89015 1.18080 5.79254  0.34
H 3.13243 3.46886 3.86326  0.40
H 3.83913 3.95755 5.37862  0.34
H 1.19404 3.67466 5.09164  0.10
H 1.98492 3.54648 6.64093  0.44
H 1.07860 1.22298 4.75787  -0.39
H 1.86835 0.92937 6.31715  0.34
H -0.16955 2.84455 6.88023  0.10
H -0.03676 1.18871 7.47555  0.33
H -1.88803 2.44354 5.53099  0.01
H -1.99607 0.51171 7.64808  0.23
H -3.36697 1.16563 6.71098  0.49
H -3.00174 -1.47804 6.75226  0.54
H -1.65582 -1.10175 5.67184  0.24
H -4.31522 -1.58836 4.91713  0.38
H -4.31514 0.21304 4.94483  0.38
H -2.33059 0.11197 3.32167  -0.36
H -2.53309 -1.69005 3.37750  0.20
H -4.66821 0.25759 2.34163  0.48
H -4.86850 -1.46950 2.63359  0.64
H -3.89535 -2.05301 0.66794  0.13
H -2.40502 -1.09038 1.03617  0.33
H -4.91730 0.23943 -0.16070  0.40
H -3.71626 -0.60460 -1.16690  0.32
H -1.94725 0.90106 0.02261  0.23
H -2.98258 1.71686 -1.16250  -0.27
H -3.22320 1.79450 1.83971  -0.20
H -4.64482 2.12362 0.84543  0.88
H -3.85758 4.33906 0.62158  0.31
H -2.43861 3.73891 -0.25241  0.21
H -2.39891 3.68288 2.81795  0.42
H -2.13039 5.21576 1.88876  0.45
H -0.33168 3.75875 0.56660  -0.27
H 0.09476 4.30571 2.20218  0.42
H -0.41082 2.20633 3.20582  -0.74
H -1.22903 1.56716 1.78152  -1.70
H 1.74170 2.32597 1.95333  0.01
H 0.96764 1.53767 0.52239  0.36
H 1.03255 0.65500 2.05504  0.38
O -2.70081 3.54353 -5.39876  -0.58
P -3.71132 2.83555 -6.25046  1.08
O -4.45391 4.08926 -6.99935  -0.38
C -3.74547 4.80016 -8.01251  -0.21
C -3.80827 4.07857 -9.34749  -1.04
O -4.83118 2.52795 -5.08945  -0.45
C -4.38852 2.33455 -3.73749  -0.44
C -4.55826 3.57382 -2.89016  -0.81
O -4.44020 1.72864 -7.25489  -0.32
C -3.97740 0.35896 -7.19819  -0.39
C -4.67111 -0.42367 -6.09800  -0.78
H -2.70719 4.96212 -7.70473  0.18
H -4.22027 5.77800 -8.09983  0.36
H -3.25825 3.13583 -9.30806  0.23
H -3.37651 4.69304 -10.13957  0.42
H -4.83981 3.83905 -9.60584  0.25
H -3.34792 2.00808 -3.71687  0.42
H -4.98997 1.51930 -3.32738  0.49
H -4.03805 4.42999 -3.32207  0.16
H -4.17057 3.40804 -1.88532  0.09
H -5.61078 3.85492 -2.81605  0.33
H -2.89256 0.33151 -7.07203  0.33
H -4.20771 -0.08714 -8.16606  0.32
H -4.28033 -0.15093 -5.11726  0.05
H -4.51070 -1.49463 -6.23024  0.41
H -5.74136 -0.21931 -6.09178  0.28
O 3.55693 5.15536 -3.97709  -0.77
P 2.47045 6.16257 -3.75696  1.06
O 3.22513 7.33200 -2.89668  -0.34
C 4.18806 8.15229 -3.55278  -0.35
C 3.52429 9.27456 -4.33209  -0.96
O 1.62744 5.42963 -2.55290  -0.28
C 1.63797 4.01091 -2.39043  -0.22
C 2.54140 3.62712 -1.24282  -1.27
O 1.15201 7.12851 -4.02793  -0.30
C 0.14455 6.69031 -4.96781  -0.66
C -0.84476 5.75860 -4.29583  -0.60
H 4.82055 7.54349 -4.20652  0.29
H 4.82573 8.57185 -2.77394  0.32
H 2.95296 8.87973 -5.17507  0.23
H 4.27130 9.96938 -4.72091  0.40
H 2.82629 9.82132 -3.69799  0.24
H 1.92177 3.50989 -3.31722  0.49
H 0.61518 3.69956 -2.15964  0.33
H 3.55438 4.00689 -1.38397  0.41
H 2.58723 2.54279 -1.13026  0.32
H 2.16704 4.06045 -0.31374  0.22
H 0.60307 6.21047 -5.83638  0.30
H -0.36273 7.58945 -5.31960  0.37
H -0.40723 4.77168 -4.15040  0.08
H -1.74183 5.63115 -4.89992  0.39
H -1.12803 6.13982 -3.31434  0.33
O 5.88269 -3.03650 -1.96562  -0.73
P 6.71728 -4.17722 -2.45599  1.11
O 5.82249 -5.48803 -2.07180  -0.33
C 4.62176 -5.73841 -2.80247  -0.34
C 4.90874 -6.42905 -4.12421  -0.96
O 7.83028 -4.25087 -1.24752  -0.34
C 8.15525 -3.08915 -0.48118  -0.42
C 7.46222 -3.12721 0.86373  -1.10
O 7.73498 -5.06637 -3.42543  -0.29
C 8.67233 -4.34713 -4.25684  -0.38
C 9.94710 -4.00951 -3.50498  -0.95
H 4.07420 -4.80453 -2.96016  0.30
H 4.00286 -6.38194 -2.17714  0.33
H 5.45040 -5.76557 -4.80216  0.23
H 3.98005 -6.73106 -4.61142  0.40
H 5.53189 -7.31016 -3.96970  0.24
H 7.91022 -2.17639 -1.02578  0.41
H 9.23875 -3.09226 -0.33356  0.40
H 6.38040 -3.22054 0.76655  0.21
H 7.67892 -2.22552 1.43959  0.37
H 7.80440 -3.99529 1.43071  0.30
H 8.20575 -3.44467 -4.65890  0.34
H 8.90589 -5.00002 -5.09830  0.32
H 9.78478 -3.18514 -2.81012  0.18
H 10.73234 -3.70579 -4.19916  0.40
H 10.29278 -4.86388 -2.92375  0.28
O -6.83029 -7.30629 2.45900  -0.78
P -5.42784 -6.91006 2.11438  1.24
O -5.10730 -7.80320 0.78179  -0.33
C -5.75926 -7.46521 -0.44085  -0.34
C -5.05838 -6.31686 -1.14593  -0.89
O -4.60493 -7.79672 3.23106  -0.34
C -5.21515 -8.16294 4.46666  -0.35
C -5.67128 -9.60667 4.42702  -1.27
O -4.08899 -5.96484 1.89262  -0.33
C -3.95372 -4.77451 2.71399  -0.16
C -3.30856 -5.08643 4.05073  -1.07
H -6.81088 -7.22583 -0.25459  0.30
H -5.72979 -8.35645 -1.06900  0.31
H -5.15530 -5.39075 -0.57579  0.17
H -5.48561 -6.15396 -2.13726  0.40
H -3.99262 -6.52194 -1.24751  0.25
H -6.04072 -7.49408 4.71230  0.39
H -4.46071 -8.04019 5.24808  0.41
H -6.35462 -9.78308 3.59584  0.29
H -6.17393 -9.88090 5.35663  0.38
H -4.81591 -10.26927 4.28212  0.30
H -4.92788 -4.29885 2.84692  0.32
H -3.32100 -4.07886 2.16300  0.21
H -4.01275 -5.58505 4.71849  0.20
H -2.98347 -4.16757 4.54151  0.37
H -2.45269 -5.74918 3.92392  0.32

Calculated values
E_HOMO: -1.6 eV
Net charge: -1
LUMO level: 0.66 eV

Entry 4:
Molecular formula: C3H8NS2
Method: DFT, wB97M-V/def2-TZVPD

Last column: natural (NBO) charge in e.
Element x y z (Å)
C 1.69636 -0.68487 0.28190  -0.25
C 1.37975 0.53364 1.06163  -0.52
C -0.28881 0.19843 -0.83085  -0.04
N 0.46389 -1.00484 -0.55364  -0.52
S 0.16758 1.52527 0.03211  0.57
S -2.93673 0.26050 0.02952  -0.36
H 2.48460 -0.54570 -0.42313  0.21
H 2.00563 -1.61617 0.68684  0.26
H 0.87747 0.30989 2.01526  0.26
H 2.26296 1.06949 1.34140  0.27
H -1.03995 0.22537 -1.66703  0.30
H 0.84947 -1.47166 -1.37221  0.42
H -4.04760 1.00283 0.37991  0.21
H -3.87462 0.19781 -0.98172  0.19

Calculated values
E_HOMO: -13.4 eV
Net charge: +1
LUMO level: -5.38 eV
Relative energy (zero: lowest compared OMol25 entry of this formula, charge and spin): 1.579 eV